DFT (ωB97M-V/def2-TZVPD) results for a 8-piece molecular cluster, C23H46N2O22S2 overall at a distorted geometry.

Summary:
ΔE to the lowest compared entry with this formula, charge and spin in eV: 1.107
Gap between HOMO and LUMO in eV: 8.8

XYZ file:
```
95
Properties=species:S:1:pos:R:3:forces:R:3:mulliken_charge:R:1
C -2.709 4.207 -2.028 4.468 1.880 1.511 -0.755
N -2.420 3.574 -3.338 3.635 1.380 0.675 0.189
C -3.501 3.833 -4.261 -1.471 1.460 1.061 -0.805
C -1.133 4.285 -3.958 0.061 -7.914 0.899 -1.238
C -2.145 2.112 -3.171 -0.744 -3.045 -0.062 -0.893
C -0.924 1.623 -2.289 2.481 2.405 0.786 0.619
O -0.558 0.352 -2.583 -1.125 -2.029 -2.750 -0.577
H -2.678 5.320 -2.115 -0.146 -0.807 -0.372 0.371
H -1.767 4.004 -1.328 -2.275 0.101 -1.322 0.201
H -3.618 3.977 -1.560 -1.243 -1.065 0.276 0.407
H -3.234 3.183 -5.108 -1.160 0.748 -0.201 0.390
H -3.512 4.992 -4.380 -0.061 -2.229 -0.552 0.361
H -4.410 3.609 -3.610 0.635 -0.232 -1.806 0.319
H -1.162 5.186 -4.217 -1.983 7.849 -1.528 0.600
H -0.724 3.834 -4.863 -1.040 -0.976 -0.230 0.487
H -0.269 4.224 -3.390 1.103 -0.502 2.198 0.443
H -2.035 1.685 -4.270 -0.029 0.633 2.427 0.258
H -3.056 1.595 -2.657 1.143 1.192 -1.301 0.231
H -0.859 1.501 -1.174 -1.809 1.899 -0.320 0.352
H 0.024 2.227 -2.492 -1.295 0.306 -0.036 0.050
H 0.028 0.116 -1.884 1.039 -1.169 0.662 -0.016
N 0.892 -0.532 0.097 -3.815 1.427 0.278 0.456
O 1.423 0.599 -0.038 0.431 -0.376 0.720 -0.294
O -0.039 -0.710 1.001 2.386 0.260 -0.730 -0.602
O 0.972 -1.342 -0.818 0.837 -1.031 -0.194 -0.587
O -3.788 -5.275 1.161 -5.745 -0.945 2.781 -0.640
S -2.547 -5.127 0.634 5.621 1.605 -2.356 1.201
O -1.576 -6.157 0.671 0.427 -1.054 0.055 -0.642
O -2.734 -4.697 -0.886 1.156 2.189 0.910 -0.147
C -3.701 -5.406 -1.655 -0.332 0.689 0.012 -0.356
C -3.477 -4.923 -3.164 -2.087 0.101 3.251 -1.029
C -1.783 -3.693 1.351 -8.406 -3.431 -0.486 -1.211
H -4.801 -5.065 -1.290 2.517 -1.240 -0.883 0.219
H -3.332 -6.403 -1.343 -1.607 -0.468 -1.308 0.476
H -3.568 -3.827 -3.051 -0.706 -0.434 -0.450 0.186
H -4.334 -5.447 -3.605 0.500 0.653 -0.948 0.340
H -2.521 -5.019 -3.599 1.005 -1.108 -0.339 0.350
H -2.524 -2.969 1.365 -1.675 1.448 -0.259 0.242
H -1.070 -3.316 0.933 8.312 3.591 -5.297 0.113
H -1.596 -3.782 2.300 1.199 -1.601 5.422 0.965
O 1.586 -0.292 6.299 0.587 -1.138 -1.342 -0.611
S 1.455 0.899 5.528 0.380 4.955 2.611 1.229
O 1.200 2.070 6.372 -0.417 -1.302 -1.462 -0.690
O 2.751 1.436 4.671 0.110 -2.006 -0.045 -0.232
C 4.057 0.877 5.006 0.719 -0.874 2.254 0.105
C 5.142 1.741 4.413 1.515 -3.752 -1.255 -1.600
C 0.291 0.754 4.221 -0.466 -3.118 2.336 -0.627
H 4.177 -0.246 4.693 -0.543 2.077 0.633 0.176
H 4.212 0.977 6.212 -0.597 -0.565 -2.888 0.265
H 5.108 2.681 4.664 -1.594 5.523 1.303 0.563
H 5.391 1.769 3.334 -0.489 -0.768 0.472 0.290
H 6.065 1.605 4.984 0.279 -1.185 -0.341 0.441
H -0.598 0.301 4.773 0.827 0.881 -0.988 0.409
H 0.733 -0.023 3.637 -0.027 -0.659 -0.745 0.013
H 0.123 1.575 3.616 -0.341 1.891 -0.571 0.285
C 2.944 0.009 -3.236 -2.141 1.215 -1.166 0.209
C 2.872 -1.522 -3.331 -6.672 4.104 -2.725 -0.302
O 3.066 -1.763 -4.647 2.125 1.441 -4.166 -0.360
C 3.406 -0.562 -5.309 0.084 -1.404 -6.512 0.507
O 3.595 -0.440 -6.559 -0.606 -1.346 5.007 -0.610
O 3.386 0.475 -4.545 0.064 -0.256 1.752 -0.381
H 3.457 0.654 -2.571 0.905 -0.486 1.310 0.370
H 1.911 0.303 -3.203 -0.553 0.598 0.278 -0.146
H 1.837 -1.888 -3.189 0.738 0.295 1.042 0.245
H 3.515 -1.839 -2.742 6.000 -4.182 5.228 0.510
C -3.030 -0.763 -0.131 0.978 -1.318 4.401 -0.239
C -3.370 -0.232 1.283 -8.272 1.618 -7.122 -0.686
O -4.482 -1.092 1.667 -0.570 0.041 0.553 -0.405
C -4.840 -1.871 0.632 -3.140 0.129 -0.035 0.614
O -5.894 -2.430 0.413 1.324 0.408 1.449 -0.596
O -3.936 -1.800 -0.284 2.013 -1.832 -2.799 -0.519
H -1.978 -0.973 -0.160 0.335 -0.556 -0.788 0.321
H -3.426 -0.037 -0.661 -0.685 3.551 -3.736 0.614
H -3.833 0.824 1.142 1.088 -1.518 0.776 0.228
H -2.798 -0.328 1.989 6.894 -0.501 7.170 0.676
C 1.488 2.991 1.703 0.463 -0.652 -0.392 0.210
C 2.212 3.493 0.507 -1.807 -0.486 -4.466 0.539
O 2.299 4.900 0.598 0.063 -0.535 -0.296 -0.354
C 1.795 5.205 1.767 1.113 4.333 2.691 0.497
O 1.899 6.333 2.243 -0.919 -2.309 -0.909 -0.607
O 1.320 4.152 2.427 -0.875 0.999 1.528 -0.392
H 2.158 2.323 2.140 0.927 -1.071 1.646 0.091
H 0.573 2.427 1.588 -0.391 0.301 -0.577 0.030
H 1.523 3.327 -0.378 1.144 -0.224 0.473 -0.327
H 3.192 3.116 0.276 0.255 -0.448 0.227 0.270
C 2.755 -2.926 1.356 -0.096 1.484 -1.188 -0.093
C 2.319 -2.372 2.715 2.445 -0.189 -0.630 0.818
O 2.752 -3.430 3.495 -0.014 0.089 3.711 -0.434
C 3.487 -4.313 2.888 -1.055 -2.415 -1.297 0.577
O 3.797 -5.383 3.272 1.246 -0.920 1.988 -0.552
O 3.545 -4.084 1.590 0.317 2.368 -1.322 -0.399
H 3.233 -2.082 0.904 1.490 0.132 -0.529 0.287
H 2.086 -3.173 0.578 -1.673 -0.510 -0.195 0.099
H 1.325 -2.233 2.965 -2.139 0.418 -0.189 0.060
H 2.915 -1.466 2.996 -0.545 -0.486 -0.353 -0.417
```
Forces are in eV/Å.